[1]
Entry from OMol25: a 2-piece molecular cluster, C4H12O overall (ωB97M-V/def2-TZVPD).

Element x y z (Å)
C  -2.69891  0.86560  0.30943
C  -1.94896  0.09894  -0.89213
O  -2.19680  0.45175  1.48835
H  -2.48579  1.94867  0.06548
H  -3.80460  0.61083  0.33321
H  -1.50644  -0.84149  -0.54518
H  -1.25706  0.18905  1.30379
H  -1.12543  0.77515  -1.31013
H  -2.57893  -0.16016  -1.77771
C  1.79352  -0.77728  -0.06520
C  3.12202  -0.19875  0.38243
H  1.26803  -1.45774  0.64052
H  1.21264  0.11245  -0.52911
H  1.87900  -1.39862  -0.87320
H  2.81171  0.68898  0.87436
H  3.88832  -0.00154  -0.38455
H  3.62767  -0.90584  0.97964

Computed properties:
Lowest unoccupied orbital energy (eV): 0.92
Structure (SMILES): CCO.CC
DFT total energy (eV): -6388.618
Energy above the lowest of the compared OMol25 structures with the same formula, charge and spin (kcal/mol): 34.7
F_max (hartree/bohr): 0.077

Here are the Mulliken charges for atoms 1 to 2, given in e: number 1, C, carries -0.07; number 2, C, carries -1.00


[2]
Entry from OMol25: a 2-piece molecular cluster, C4H12O overall (ωB97M-V/def2-TZVPD).

Element x y z (Å)
C  1.47821  -0.81875  1.84222
C  0.83062  -1.27895  0.55689
O  2.54021  -1.56272  2.14398
H  1.78060  0.21449  1.64650
H  0.57584  -0.87052  2.64789
H  1.52530  -1.07952  -0.24501
H  3.22329  -1.23418  1.69064
H  0.02822  -0.61806  0.24217
H  0.36937  -2.20976  0.63722
C  -2.15629  0.81217  -1.23763
C  -0.83907  1.57554  -1.61895
H  -2.01095  -0.24484  -0.93507
H  -2.69167  1.32036  -0.37959
H  -2.93837  0.82341  -1.96529
H  -0.39316  1.88993  -0.68413
H  -0.25110  0.89945  -2.09660
H  -1.07106  2.38197  -2.24525

Computed properties:
Lowest unoccupied orbital energy (eV): 0.97
Structure (SMILES): CCO.CC
DFT total energy (eV): -6388.554
Energy above the lowest of the compared OMol25 structures with the same formula, charge and spin (kcal/mol): 36.1
F_max (hartree/bohr): 0.107

Here are the Mulliken charges for atoms 1 to 2, given in e: number 1, C, carries -0.31; number 2, C, carries -0.79


[3]
Entry from OMol25: a 3-piece molecular cluster, C4H12O2 overall (ωB97M-V/def2-TZVPD).

Element x y z (Å)
C  0.04484  -1.02188  -0.04952
C  -0.47213  0.23854  -0.46410
C  -1.40454  0.73022  -1.53046
C  0.91641  -1.29459  1.11021
H  0.00240  -1.74109  -0.80425
H  -0.39244  1.15331  0.25025
H  -1.02398  0.43827  -2.46964
H  -1.26698  1.79991  -1.69943
H  -2.45214  0.48507  -1.46952
H  2.00398  -1.31282  0.78287
H  0.96700  -0.55659  1.88618
H  0.93621  -2.34446  1.53551
H  0.48460  6.54453  0.75925
H  0.97684  5.71242  -0.41732
O  0.37558  6.45161  -0.22235
H  0.34830  -5.51511  0.30688
H  -0.07730  -5.01016  1.70961
O  0.03336  -4.75718  0.78583

Computed properties:
Lowest unoccupied orbital energy (alpha / beta) (eV): 2.68 / 2.65
Multiplicity: 2
DFT total energy (eV): -8434.537
Net charge: -1
Energy above the lowest of the compared OMol25 structures with the same formula, charge and spin (kcal/mol): 40.8
F_max (hartree/bohr): 0.104
⟨S²⟩: 0.750

Here are the Mulliken charges for atoms 1 to 2, given in e: number 1, C, carries -0.36; number 2, C, carries -0.10


[4]
Entry from OMol25: a 2-piece molecular cluster, C4H12O2 overall (ωB97M-V/def2-TZVPD).

Element x y z (Å)
C  2.34896  0.38866  -0.98972
C  1.09710  1.13376  -0.61340
C  0.30472  0.52960  0.57619
C  -1.15910  1.09624  0.30697
O  0.26153  -0.86998  0.45261
H  3.21278  0.95628  -1.35555
H  2.74503  -0.01074  -0.05740
H  2.07189  -0.47511  -1.59671
H  0.40215  0.95120  -1.43027
H  0.87308  2.21398  -0.60652
H  0.46268  0.86928  1.59281
H  -1.79678  0.97800  1.17518
H  -1.76975  0.50334  -0.42708
H  -1.09800  2.15906  0.15497
H  0.53743  -1.32706  -0.33221
H  -2.65262  -2.29264  1.37109
H  -3.07998  -3.56175  0.46749
O  -2.76110  -3.24212  1.31156

Computed properties:
Lowest unoccupied orbital energy (eV): 0.84
Structure (SMILES): CC[C@@H](C)O.O
DFT total energy (eV): -8436.115
Energy above the lowest of the compared OMol25 structures with the same formula, charge and spin (kcal/mol): 32.3
F_max (hartree/bohr): 0.079

Here are the Mulliken charges for atoms 1 to 2, given in e: number 1, C, carries -1.20; number 2, C, carries -0.65


[5]
Entry from OMol25: a 3-piece molecular cluster, C4H12O2 overall (ωB97M-V/def2-TZVPD).

Element x y z (Å)
C  0.19576  0.88272  -0.10025
C  -0.05965  -0.45960  -0.35853
C  -0.64264  -1.06337  -1.55061
C  0.82038  1.34968  1.15456
H  -0.03941  1.70374  -0.77988
H  0.34415  -1.09417  0.41162
H  0.16924  -1.68960  -1.92146
H  -1.47479  -1.73938  -1.28497
H  -1.04051  -0.52732  -2.40965
H  1.63316  0.73430  1.54164
H  0.07963  1.37156  1.94137
H  1.11381  2.38030  1.03797
H  1.68171  -1.28130  2.75564
H  2.93983  -1.40369  1.93024
O  1.98164  -1.47140  1.85977
H  -2.07998  1.30066  -1.15185
H  -2.94039  0.12840  -1.26099
O  -2.68194  0.87848  -1.81462

Computed properties:
Lowest unoccupied orbital energy (alpha / beta) (eV): -4.63 / -8.44
Multiplicity: 2
DFT total energy (eV): -8427.709
Net charge: +1
Energy above the lowest of the compared OMol25 structures with the same formula, charge and spin (kcal/mol): 10.4
F_max (hartree/bohr): 0.037
⟨S²⟩: 0.752

Here are the Mulliken charges for atoms 1 to 2, given in e: number 1, C, carries 0.09; number 2, C, carries 0.17


[6]
Entry from OMol25: a 2-piece molecular cluster, C4H12O2S overall (ωB97M-V/def2-TZVPD).

Element x y z (Å)
C  0.98514  0.07199  -0.80058
O  2.02053  -0.86532  -0.26626
C  0.54565  0.91663  0.29310
C  -0.78021  1.57381  0.11745
C  -1.84639  0.83611  0.87448
S  -3.61087  1.29593  0.34491
H  0.12854  -0.59669  -1.09202
H  1.36705  0.53229  -1.79681
H  2.34533  -1.51168  -0.96821
H  0.58212  0.45108  1.26794
H  1.37650  1.72795  0.25738
H  -0.67166  2.62142  0.41896
H  -1.15754  1.62841  -0.96031
H  -1.82088  1.12233  1.91517
H  -1.65992  -0.21710  0.70606
H  -4.03231  1.87622  1.42080
H  2.79402  -4.01791  -0.21295
H  1.31796  -3.47190  -0.57974
O  2.11694  -3.97358  -0.93938

Computed properties:
Lowest unoccupied orbital energy (eV): 0.68
Structure (SMILES): OCCCCS.O
DFT total energy (eV): -19271.623
Energy above the lowest of the compared OMol25 structures with the same formula, charge and spin (kcal/mol): 25.0
F_max (hartree/bohr): 0.096

Here are the Mulliken charges for atoms 1 to 2, given in e: number 1, C, carries -0.31; number 2, O, carries -0.56


[7]
Entry from OMol25: C4H12O2S2Sn as an isolated structure (ωB97M-V/def2-TZVPD).

Element x y z (Å)
Sn  -1.45171  -0.36194  0.01704
C  1.63029  -1.62662  2.03528
S  -0.10413  -1.54833  2.72435
O  -0.79304  -0.34850  2.11617
C  -0.61943  -3.22067  2.12739
H  2.10457  -2.21372  2.82171
H  2.07971  -0.64022  2.14989
H  1.96941  -2.03244  1.08219
H  -0.48732  -4.00756  2.86998
H  0.03932  -3.67299  1.38607
H  -1.63273  -3.17253  1.72862
C  -1.37690  3.14650  -2.64506
S  -0.25861  2.61249  -1.19545
O  -1.02543  1.55409  -0.38542
C  1.01844  1.65105  -1.95933
H  -2.37428  3.23990  -2.21539
H  -1.38506  2.51375  -3.53257
H  -1.13630  4.15163  -2.99137
H  1.16438  0.88335  -1.19943
H  2.00151  2.07140  -2.17140
H  0.63730  1.02135  -2.76326

Computed properties:
Lowest unoccupied orbital energy (eV): -9.25
DFT total energy (eV): -35920.956
Net charge: +2
Energy above the lowest of the compared OMol25 structures with the same formula, charge and spin (kcal/mol): 0.0
F_max (hartree/bohr): 0.080

Here are the Mulliken charges for atoms 1 to 2, given in e: number 1, Sn, carries 1.16; number 2, C, carries -1.05


[8]
Entry from OMol25: a 3-piece molecular cluster, C4H12O3 overall (ωB97M-V/def2-TZVPD).

Element x y z (Å)
C  0.02689  2.22962  0.60481
C  0.72190  -1.29891  -0.99213
O  1.29877  -2.46093  -0.39729
C  0.90200  -0.04423  -0.21586
C  -0.11162  0.78567  0.21152
H  -0.92870  2.76372  0.57729
H  0.41355  2.31200  1.63458
H  0.68942  2.76291  -0.08704
H  1.07274  -1.11222  -2.02706
H  -0.34413  -1.53766  -1.06184
H  2.18794  -2.29168  -0.15512
H  1.89500  0.08552  0.26569
H  -1.12733  0.40747  0.43265
H  -1.39222  0.83601  -1.57822
H  -1.76463  -0.10554  -2.68353
O  -1.58007  0.81761  -2.54052
H  -1.14007  -1.80172  3.11840
H  -0.19405  -1.31570  2.02738
O  -0.62539  -1.03195  2.86632

Computed properties:
Lowest unoccupied orbital energy (alpha / beta) (eV): 3.84 / 3.74
Multiplicity: 2
DFT total energy (eV): -10482.754
Net charge: -1
Energy above the lowest of the compared OMol25 structures with the same formula, charge and spin (kcal/mol): 40.3
F_max (hartree/bohr): 0.043
⟨S²⟩: 0.754

Here are the Mulliken charges for atoms 1 to 2, given in e: number 1, C, carries -1.26; number 2, C, carries -0.69